Record 1
Here is C4H4N2O in the gas phase from OMol25. Energies are from ωB97M-V with the def2-TZVPD basis set.

## Properties
charge = 0
highest occupied orbital energy = -8.11 eV
energy above the lowest of the compared OMol25 structures with the same formula, charge and spin = 42.5 kcal/mol
SMILES = O=C=C1CN=CN1
energy = -339.5140 hartree
frontier orbital gap = 8.554 eV

Structure (XYZ):
```
11
Properties=species:S:1:pos:R:3:forces:R:3
O 2.76876 -0.77035 -1.17295 -0.676 0.454 0.299
C 1.76429 -0.32846 -0.75303 0.527 -0.188 -0.220
C 0.59088 0.13397 -0.39499 0.191 -0.257 -0.088
C -0.71230 -0.55520 -0.77157 -0.002 -0.115 -0.231
N -1.53653 -0.39620 0.43514 0.176 0.253 0.224
C -0.94775 0.46270 1.16625 -0.200 -0.078 -0.013
N 0.24491 1.00983 0.68276 0.079 -0.041 0.080
H -0.55268 -1.60279 -1.03751 -0.165 0.087 0.098
H -1.22760 -0.07045 -1.61218 0.113 -0.006 0.099
H -1.34496 0.82021 2.11376 0.063 -0.034 -0.163
H 0.95298 1.29675 1.34433 -0.106 -0.076 -0.087
```
Positions in Å, forces in eV/Å.

Here are the Löwdin charges for atoms 1 to 6, given in e: 0.1582 -0.1197 -0.2432 -0.1585 0.0465 -0.2219

***

Record 2
Here is C4H4N2O in the gas phase from OMol25. Energies are from ωB97M-V with the def2-TZVPD basis set.

## Properties
charge = 0
highest occupied orbital energy (spin up / spin down) = -6.15 / -10.42 eV
2S+1 = 3
energy above the lowest of the compared OMol25 structures with the same formula, charge and spin = 20.8 kcal/mol
energy = -339.3862 hartree
frontier orbital gap (spin up / spin down) = 6.840 / 7.564 eV

Structure (XYZ):
```
11
Properties=species:S:1:pos:R:3:forces:R:3
C 0.80661 1.07738 -0.05464 1.812 3.071 0.321
C 1.76077 -1.22318 0.06012 -2.518 0.945 -0.172
C 0.55964 -0.26103 -0.04362 0.457 0.693 0.022
C -0.97126 -0.35739 -0.02214 -0.164 -5.465 0.122
N 0.96194 2.23872 0.03672 -0.196 -1.289 -0.304
N -1.74796 0.71648 -0.05148 0.035 4.827 -0.651
O 2.96018 -1.09547 0.05902 -0.445 1.004 -0.105
H 1.24166 -2.12427 0.12626 -0.056 -2.721 0.258
H -1.58258 -1.32956 0.00468 1.679 1.351 -0.022
H -1.22769 1.67473 -0.29158 -2.179 -2.566 0.871
H -2.76131 0.68358 0.17666 1.575 0.148 -0.341
```
Positions in Å, forces in eV/Å.

Here are the Löwdin charges for atoms 1 to 6, given in e: -0.2374 -0.2329 -0.0804 -0.2184 0.2020 0.0165

***

Record 3
Here is 2 unconnected molecules or ions with the total composition C4H4N2O from OMol25. Energies are from ωB97M-V with the def2-TZVPD basis set.

## Properties
charge = 0
highest occupied orbital energy (spin up / spin down) = -5.43 / -10.81 eV
2S+1 = 3
energy above the lowest of the compared OMol25 structures with the same formula, charge and spin = 53.8 kcal/mol
energy = -339.3337 hartree
frontier orbital gap (spin up / spin down) = 6.260 / 8.577 eV

Structure (XYZ):
```
11
Properties=species:S:1:pos:R:3:forces:R:3
C 0.34826 0.05223 -0.07929 -7.607 2.454 -1.373
C -2.60051 -0.93362 0.54024 -0.119 -0.231 0.268
C -1.58572 1.61670 0.09423 1.229 -0.211 -0.174
C 1.64499 0.30530 0.11582 4.616 2.304 0.924
N -0.55804 1.07512 -0.23563 0.708 -0.137 0.740
N -2.84903 -0.91040 -0.59386 -0.616 -0.039 -2.362
O -2.52750 2.26054 0.32100 -0.764 0.330 -0.050
H -0.07113 -0.84508 -0.13864 -1.420 -3.764 -0.285
H 2.25965 -0.47361 0.23974 2.462 -2.505 0.635
H 2.00042 1.25313 -0.04971 1.091 1.919 -0.432
H -3.06435 -0.85536 -1.61919 0.420 -0.119 2.108
```
Positions in Å, forces in eV/Å.

Here are the Löwdin charges for atoms 1 to 6, given in e: -0.2175 -0.0448 -0.3676 0.0486 0.1428 0.0595

***

Record 4
Here is a molecular structure, C4H4N2O2 from OMol25. Energies are from ωB97M-V with the def2-TZVPD basis set.

## Properties
charge = 0
highest occupied orbital energy = -8.81 eV
energy above the lowest of the compared OMol25 structures with the same formula, charge and spin = 99.3 kcal/mol
energy = -414.6880 hartree
frontier orbital gap = 9.119 eV

Structure (XYZ):
```
12
Properties=species:S:1:pos:R:3:forces:R:3
C 0.46971 -0.61758 -0.80995 -1.674 2.781 -0.383
C 0.18966 0.03564 1.23487 -3.031 1.439 -1.043
C -1.36243 1.16037 0.55984 -0.897 1.807 0.517
C -0.35758 0.30623 -0.07372 4.372 -3.552 -0.181
H 0.28392 -0.28146 -2.80361 0.184 -0.471 1.514
H 2.19071 -1.67443 -0.21678 -0.362 0.120 0.131
H -2.42929 0.92032 0.43346 0.406 -0.294 0.400
H -1.26601 2.27091 0.40516 0.089 -1.030 0.054
N 1.33292 -1.20370 0.04309 -0.336 0.015 1.756
N 1.11185 -0.84485 1.44461 0.433 0.014 -1.802
O 0.64441 -0.90724 -2.12943 -0.128 0.041 -0.359
O -0.80787 0.83578 1.91245 0.944 -0.870 -0.604
```
Positions in Å, forces in eV/Å.

Here are the Löwdin charges for atoms 1 to 6, given in e: -0.2972 -0.3251 -0.1075 -0.0469 0.1407 0.1559

***

Record 5
Here is a molecular structure, C4H4N2O2 from OMol25. Energies are from ωB97M-V with the def2-TZVPD basis set.

## Properties
charge = 0
highest occupied orbital energy = -9.88 eV
energy above the lowest of the compared OMol25 structures with the same formula, charge and spin = 202.6 kcal/mol
energy = -414.5232 hartree
frontier orbital gap = 10.199 eV

Structure (XYZ):
```
12
Properties=species:S:1:pos:R:3:forces:R:3
C -0.20730 -1.40967 -0.80269 0.586 2.980 0.840
C -0.47096 0.98670 -0.14439 -5.431 -4.227 2.097
C 0.52584 1.86235 0.34261 5.293 3.963 2.283
C 1.33270 2.51081 1.07921 -0.200 -1.875 0.148
H -0.22005 -2.34056 -2.42952 0.006 -0.143 0.149
H -0.59479 -2.04770 0.99892 2.262 2.348 -0.548
H -1.62978 1.32424 -0.15755 3.129 0.133 -0.334
H 2.25386 2.85155 2.04991 -3.715 -1.154 -3.984
N -0.05494 -2.48689 -1.43228 -0.568 1.107 -0.312
N 0.11871 -1.28413 0.56894 -3.420 -0.610 2.811
O -0.49259 0.12966 1.15031 0.669 -3.290 -3.324
O -0.56068 -0.09636 -1.22347 1.389 0.767 0.173
```
Positions in Å, forces in eV/Å.

Here are the Löwdin charges for atoms 1 to 6, given in e: -0.5135 -0.2385 -0.1191 0.0959 0.0701 0.1866

***

Record 6
Here is 2 unconnected molecules or ions with the total composition C4H4N2O2 from OMol25. Energies are from ωB97M-V with the def2-TZVPD basis set.

## Properties
charge = 0
highest occupied orbital energy = -8.21 eV
energy above the lowest of the compared OMol25 structures with the same formula, charge and spin = 96.0 kcal/mol
energy = -414.6931 hartree
frontier orbital gap = 8.047 eV

Structure (XYZ):
```
12
Properties=species:S:1:pos:R:3:forces:R:3
C 0.33748 -0.55676 -0.40998 1.341 -0.864 0.933
C -0.40802 2.05799 -0.08417 0.155 0.290 -0.394
C -2.01414 -0.90607 0.06852 -1.887 0.383 0.758
C 1.42713 -1.23101 0.46669 -0.455 3.031 -1.995
N -0.82207 -1.02801 0.01181 0.203 -0.341 -0.223
N -0.02456 2.10766 -1.18844 -0.125 0.310 -1.094
O -3.15100 -0.85808 0.33966 0.656 -0.157 -0.492
O -0.84038 1.85511 0.96933 -0.599 -0.131 1.708
H 1.92925 -0.46704 1.08973 -0.258 -0.370 -0.260
H 2.09381 -1.49474 -0.32762 0.989 -0.648 -0.080
H 1.00776 -2.01153 0.98818 -0.426 -1.899 1.471
H 0.46476 2.53251 -1.92372 0.404 0.396 -0.333
```
Positions in Å, forces in eV/Å.

Here are the Löwdin charges for atoms 1 to 6, given in e: -0.0474 -0.4867 -0.2627 -0.0939 0.0826 0.2247

***

Record 7
Here is C4H4N2O2 in the gas phase from OMol25. Energies are from ωB97M-V with the def2-TZVPD basis set.

## Properties
charge = 0
highest occupied orbital energy = -9.83 eV
energy above the lowest of the compared OMol25 structures with the same formula, charge and spin = 148.4 kcal/mol
SMILES = N#C/C=C/O/C=N/O
energy = -414.6097 hartree
frontier orbital gap = 9.842 eV

Structure (XYZ):
```
12
Properties=species:S:1:pos:R:3:forces:R:3
N 3.85002 -0.80431 -0.23449 0.557 0.060 -0.005
C 2.79750 -0.37384 -0.08985 -0.478 0.389 0.257
C 1.39447 -0.10895 0.00293 -1.293 -3.132 1.655
C 0.86028 1.10654 -0.07483 -0.801 1.354 0.046
O -0.49874 1.54689 -0.25966 2.148 -2.803 0.195
C -1.43916 0.54249 -0.21146 -1.790 0.147 2.918
N -1.43246 -0.74923 -0.52336 -1.282 5.005 1.510
O -2.78015 -0.96986 -0.00587 0.299 -5.990 0.407
H 0.88692 -1.13688 0.40004 0.511 2.739 -1.894
H 1.49533 1.96218 0.17838 -0.311 -0.029 -1.062
H -2.40723 1.00591 0.58414 2.859 -1.515 -3.073
H -2.72677 -2.02094 0.23403 -0.417 3.773 -0.952
```
Positions in Å, forces in eV/Å.

Here are the Löwdin charges for atoms 1 to 6, given in e: 0.1461 -0.2559 -0.1078 -0.0777 -0.0410 -0.2098

***

Record 8
Here is a molecular structure, C4H4N2O2 from OMol25. Energies are from ωB97M-V with the def2-TZVPD basis set.

## Properties
charge = 0
highest occupied orbital energy = -8.60 eV
energy above the lowest of the compared OMol25 structures with the same formula, charge and spin = 129.2 kcal/mol
energy = -414.6403 hartree
frontier orbital gap = 8.004 eV

Structure (XYZ):
```
12
Properties=species:S:1:pos:R:3:forces:R:3
C 0.58104 -0.05559 -0.20090 -2.215 2.355 2.583
C -1.43035 -1.14095 -1.30764 1.721 -1.236 4.743
C 0.97962 0.92084 0.71815 4.926 -3.706 -3.994
C 0.28807 1.86624 1.38674 -3.462 7.866 8.709
H 1.02511 -2.17353 -0.32546 1.417 4.906 -2.146
H 2.39735 -0.80050 -0.82718 -2.321 -0.447 0.549
H -2.38613 -0.49330 -1.72817 2.334 -2.487 0.348
H 2.21311 0.88694 0.66400 -3.244 0.587 0.980
N 1.34228 -0.98575 -0.79750 1.223 -4.821 0.703
N -0.07266 2.68768 2.29781 2.469 -6.271 -7.431
O -0.80253 -0.04988 -0.43949 0.065 -2.054 -2.335
O -1.02835 -2.30966 -1.04344 -2.912 5.308 -2.710
```
Positions in Å, forces in eV/Å.

Here are the Löwdin charges for atoms 1 to 6, given in e: -0.4491 -0.0954 -0.1158 -0.2376 0.2714 0.1251

***

Record 9
Here is C4H4N2O2 in the gas phase from OMol25. Energies are from ωB97M-V with the def2-TZVPD basis set.

## Properties
charge = 0
highest occupied orbital energy = -9.30 eV
energy above the lowest of the compared OMol25 structures with the same formula, charge and spin = 188.6 kcal/mol
SMILES = C#C[C@@H]1ON=CNO1
energy = -414.5457 hartree
frontier orbital gap = 9.819 eV

Structure (XYZ):
```
12
Properties=species:S:1:pos:R:3:forces:R:3
C 3.17410 -0.08763 -0.32467 2.086 2.216 -0.069
C 2.06481 -0.36231 0.05289 -2.445 1.439 0.205
C 0.53494 -0.25896 0.35862 0.446 0.169 -0.413
O -0.02465 -1.37669 -0.17370 -0.929 -1.525 -1.372
N -1.44749 -1.45868 -0.15563 -0.013 1.282 -0.577
C -2.05909 -0.32185 -0.17953 -0.176 1.437 0.190
N -1.54659 0.97604 -0.14785 2.121 1.350 0.985
O -0.08027 0.96971 -0.19044 0.041 0.046 -0.122
H 4.15311 0.54167 -0.52992 -2.490 -2.290 0.419
H 0.24195 -0.33956 1.37560 0.535 0.784 1.518
H -3.11065 -0.22427 -0.44693 -0.120 -0.949 0.682
H -1.90016 1.94254 0.36156 0.943 -3.959 -1.445
```
Positions in Å, forces in eV/Å.

Here are the Löwdin charges for atoms 1 to 6, given in e: 0.0898 -0.0079 -0.3527 -0.1009 0.0871 -0.2115

***

Record 10
Here is a molecular structure, C4H4N2O2 from OMol25. Energies are from ωB97M-V with the def2-TZVPD basis set.

## Properties
charge = 0
highest occupied orbital energy = -8.68 eV
energy above the lowest of the compared OMol25 structures with the same formula, charge and spin = 110.4 kcal/mol
energy = -414.6703 hartree
frontier orbital gap = 9.051 eV

Structure (XYZ):
```
12
Properties=species:S:1:pos:R:3:forces:R:3
C 1.06444 -0.15715 -0.02528 0.813 2.071 0.766
C -0.91220 0.74966 -0.09205 2.757 3.463 1.151
C -1.66619 -1.02658 0.06781 0.308 -0.184 2.587
C -0.23579 -0.45340 -0.02315 -1.915 -1.054 -0.491
H 2.97394 -0.38555 0.03712 -1.952 -1.462 -0.086
H 1.93462 1.92189 -0.28148 -2.095 -1.782 0.889
H -2.02318 -1.74576 0.90049 0.736 2.070 -0.424
H -2.03776 -1.50696 -0.73978 -0.765 -1.274 -3.092
N 1.15479 1.29651 0.15325 -0.208 -0.605 -1.653
N -0.17823 1.85221 0.02726 0.057 -1.049 -0.341
O 2.13180 -0.96196 -0.01766 2.317 1.508 0.150
O -2.20626 0.41709 -0.00654 -0.054 -1.703 0.543
```
Positions in Å, forces in eV/Å.

Here are the Löwdin charges for atoms 1 to 6, given in e: -0.3096 -0.4345 0.0120 -0.0546 0.1617 0.1739

***

Question: Look up the energy above the lowest of the compared OMol25 structures with the same formula, charge and spin of the first one.
Answer: 42.5 kcal/mol